DFT (wB97M-V/def2-TZVPD) results for C48H38BrGeIN7O2PV as an isolated structure at a distorted geometry.

HOMO-LUMO gap (alpha / beta) = 7.0644 / 6.8317 eV
Highest occupied orbital energy (alpha / beta) = -12.85 / -12.68 eV

ORCA input file:
```
! RIJCOSX wB97M-V def2-TZVPD def2/J DEFGRID3
* xyz 2 2
V -0.42 0.21 -0.27
Br 2.10 -1.72 2.28
C 0.24 -1.55 2.38
C -0.41 -1.87 3.55
C -1.79 -1.76 3.60
C -2.49 -1.42 2.46
C -1.77 -1.21 1.31
N -0.42 -1.16 1.28
C -2.33 -1.00 -0.07
O -3.26 -0.23 -0.27
O -1.71 -1.68 -1.05
H 0.17 -2.19 4.41
H -2.31 -1.97 4.53
H -3.58 -1.40 2.44
N -2.47 2.54 0.27
C -1.83 2.83 -0.89
N -1.94 4.07 -1.33
C -1.29 4.33 -2.46
N -1.23 5.58 -2.89
N -0.73 3.38 -3.24
C -0.70 2.17 -2.76
N -1.08 1.83 -1.48
C -0.27 1.10 -3.71
C 0.08 1.42 -5.01
C 0.35 0.39 -5.89
C 0.26 -0.91 -5.44
C -0.08 -1.13 -4.11
N -0.34 -0.14 -3.26
H -2.95 1.65 0.30
H -3.02 3.32 0.59
H -1.70 6.30 -2.36
H -0.82 5.79 -3.78
H 0.13 2.46 -5.32
H 0.63 0.60 -6.92
H 0.44 -1.76 -6.10
H -0.16 -2.14 -3.73
I 1.91 -0.33 -1.43
C 3.65 0.00 -0.32
C 4.68 -0.76 -0.79
C 5.99 -0.58 -0.30
C 6.21 0.40 0.61
C 5.16 1.20 1.11
C 5.47 2.23 2.03
C 4.50 3.04 2.52
C 3.17 2.81 2.16
C 2.78 1.80 1.30
P 0.92 1.70 1.14
C 0.40 1.54 2.91
C -0.95 1.69 3.21
C -1.42 1.55 4.51
C -0.55 1.22 5.54
C 0.79 1.02 5.25
C 1.27 1.19 3.95
C 0.65 3.47 0.71
C 1.24 3.92 -0.47
C 1.18 5.25 -0.83
C 0.52 6.16 0.00
C -0.08 5.72 1.16
C -0.01 4.37 1.52
C 3.80 1.00 0.69
H 4.50 -1.50 -1.56
H 6.79 -1.19 -0.68
H 7.22 0.59 0.97
H 6.51 2.36 2.32
H 4.74 3.85 3.20
H 2.41 3.46 2.59
H -1.65 1.94 2.42
H -2.48 1.70 4.72
H -0.91 1.11 6.55
H 1.48 0.75 6.04
H 2.32 1.03 3.76
H 1.78 3.22 -1.11
H 1.65 5.59 -1.74
H 0.49 7.21 -0.27
H -0.58 6.42 1.81
H -0.46 4.05 2.45
Ge -0.99 -3.46 -0.84
C -1.26 -4.27 -2.55
C -2.52 -4.37 -3.14
C -2.67 -5.05 -4.33
C -1.57 -5.65 -4.93
C -0.31 -5.56 -4.35
C -0.15 -4.87 -3.15
C -2.03 -4.16 0.60
C -1.40 -4.81 1.66
C -2.16 -5.33 2.70
C -3.55 -5.19 2.69
C -4.18 -4.55 1.63
C -3.42 -4.03 0.58
H 0.48 -3.24 -0.54
H -3.38 -3.90 -2.68
H -3.64 -5.13 -4.80
H -1.69 -6.20 -5.86
H 0.54 -6.03 -4.82
H 0.83 -4.79 -2.71
H -0.32 -4.92 1.68
H -1.68 -5.84 3.52
H -4.14 -5.60 3.50
H -5.26 -4.46 1.61
H -3.92 -3.54 -0.24
*
```

Results of the Löwdin charge analysis, in e, for atoms 1 through 4: atom 1 (V): 0.3867, atom 2 (Br): 0.9348, atom 3 (C): -0.7128, atom 4 (C): -0.0666

---

DFT (wB97M-V/def2-TZVPD) results for C48H38Cl5IKN3O2PS2 as an isolated structure at a distorted geometry.

HOMO-LUMO gap = 6.4119 eV
Highest occupied orbital energy = -4.35 eV

ORCA input file:
```
! RIJCOSX wB97M-V def2-TZVPD def2/J DEFGRID3
* xyz -1 1
K -0.19 -0.23 0.46
S -4.85 1.08 1.79
C -3.90 1.18 3.24
C -4.31 1.32 4.56
C -3.34 1.38 5.54
C -1.98 1.31 5.21
C -1.57 1.17 3.90
C -2.55 1.10 2.90
N -2.28 0.96 1.54
C -3.37 0.94 0.84
C -3.45 0.82 -0.64
C -4.66 1.21 -1.25
C -4.79 1.09 -2.62
C -3.72 0.59 -3.36
C -2.54 0.23 -2.71
C -2.33 0.31 -1.32
H -5.36 1.37 4.82
H -3.63 1.47 6.58
H -1.23 1.35 5.99
H -0.52 1.13 3.63
H -5.49 1.61 -0.67
H -5.72 1.39 -3.11
H -3.80 0.50 -4.44
H -1.73 -0.14 -3.34
Cl 2.94 -2.77 6.87
C 2.58 -2.22 5.27
C 1.29 -2.33 4.75
Cl 0.04 -3.03 5.72
C 1.01 -1.90 3.47
Cl -0.61 -2.03 2.84
C 1.99 -1.33 2.60
O 1.73 -0.96 1.43
C 3.29 -1.23 3.18
Cl 4.52 -0.54 2.18
C 3.57 -1.66 4.47
Cl 5.18 -1.50 5.10
I 2.75 -1.16 -1.58
C 2.90 -2.52 -3.16
C 3.98 -2.28 -3.96
C 4.36 -3.17 -4.99
C 3.67 -4.32 -5.15
C 2.54 -4.61 -4.34
C 1.90 -5.86 -4.53
C 0.83 -6.22 -3.78
C 0.32 -5.29 -2.85
C 0.87 -4.05 -2.64
P -0.14 -2.95 -1.52
C -0.13 -4.06 -0.05
C 1.03 -4.01 0.72
C 1.16 -4.77 1.87
C 0.12 -5.60 2.27
C -1.04 -5.66 1.51
C -1.17 -4.90 0.36
C -1.82 -3.15 -2.23
C -2.90 -2.77 -1.42
C -4.18 -2.70 -1.93
C -4.42 -2.98 -3.27
C -3.35 -3.34 -4.09
C -2.07 -3.42 -3.57
C 2.08 -3.69 -3.35
H 4.57 -1.40 -3.79
H 5.22 -2.94 -5.61
H 3.96 -5.05 -5.90
H 2.31 -6.52 -5.29
H 0.35 -7.18 -3.91
H -0.56 -5.57 -2.29
H 1.83 -3.32 0.44
H 2.06 -4.69 2.46
H 0.20 -6.17 3.18
H -1.86 -6.29 1.83
H -2.08 -4.96 -0.22
H -2.73 -2.48 -0.39
H -5.00 -2.38 -1.29
H -5.42 -2.91 -3.68
H -3.52 -3.54 -5.14
H -1.25 -3.68 -4.23
C -0.21 5.45 1.11
C 0.62 4.55 2.01
S 0.74 2.88 1.35
O 1.27 2.01 2.44
C 2.13 3.14 0.21
C 3.47 3.19 0.94
H -0.35 6.43 1.58
H -1.19 5.02 0.91
H 0.28 5.62 0.15
H 0.14 4.40 2.98
H 1.62 4.94 2.19
H 1.91 4.06 -0.35
H 2.08 2.32 -0.50
H 3.57 4.07 1.57
H 4.27 3.21 0.20
H 3.59 2.31 1.56
N -0.62 2.68 -2.06
C -0.63 3.57 -3.07
C 0.44 3.26 -3.88
C 1.03 2.14 -3.26
N 0.37 1.80 -2.16
H -1.35 2.47 -1.39
H -1.41 4.31 -3.16
H 0.74 3.76 -4.79
H 1.90 1.57 -3.56
*
```

Results of the Löwdin charge analysis, in e, for atoms 1 through 4: atom 1 (K): 0.4449, atom 2 (S): 1.0812, atom 3 (C): -0.4827, atom 4 (C): -0.1049

---

DFT (wB97M-V/def2-TZVPD) results for C48H38O2P2PdS2 as an isolated structure.

HOMO-LUMO gap = 6.3054 eV
Highest occupied orbital energy = -13.31 eV

ORCA input file:
```
! RIJCOSX wB97M-V def2-TZVPD def2/J DEFGRID3
* xyz 2 1
Pd -0.54 -0.50 -0.72
O -0.75 0.29 2.31
S -0.46 -0.84 1.45
C 1.13 -1.51 1.89
C 1.43 -1.67 3.24
C 2.70 -2.09 3.59
C 3.65 -2.32 2.61
C 3.35 -2.12 1.27
C 2.08 -1.71 0.90
P 1.62 -1.33 -0.82
C 2.99 -0.53 -1.63
C 4.00 -1.28 -2.24
C 5.06 -0.63 -2.84
C 5.13 0.76 -2.83
C 4.12 1.51 -2.24
C 3.04 0.87 -1.63
C 1.27 -2.86 -1.69
C 0.44 -2.70 -2.81
C 0.06 -3.79 -3.57
C 0.51 -5.05 -3.21
C 1.32 -5.23 -2.10
C 1.71 -4.14 -1.33
C -1.71 -2.09 1.70
C -1.63 -3.11 2.63
C -2.72 -3.94 2.79
C -3.88 -3.74 2.05
C -3.95 -2.71 1.12
C -2.87 -1.86 0.94
P -2.82 -0.52 -0.28
C -3.57 0.95 0.40
C -4.54 0.87 1.40
C -5.10 2.04 1.90
C -4.70 3.27 1.40
C -3.73 3.35 0.41
C -3.16 2.19 -0.09
C -3.74 -1.08 -1.71
C -4.81 -0.34 -2.22
C -5.49 -0.80 -3.34
C -5.10 -1.99 -3.95
C -4.03 -2.72 -3.45
C -3.35 -2.27 -2.33
H 0.69 -1.42 4.00
H 2.95 -2.22 4.64
H 4.65 -2.64 2.89
H 4.12 -2.24 0.52
H 3.94 -2.36 -2.28
H 5.84 -1.20 -3.32
H 5.96 1.26 -3.31
H 4.16 2.59 -2.25
H 2.24 1.44 -1.18
H 0.10 -1.69 -3.08
H -0.57 -3.65 -4.43
H 0.23 -5.91 -3.81
H 1.66 -6.22 -1.83
H 2.34 -4.28 -0.47
H -0.72 -3.28 3.20
H -2.67 -4.76 3.50
H -4.72 -4.40 2.18
H -4.85 -2.57 0.52
H -4.85 -0.09 1.80
H -5.85 1.99 2.68
H -5.14 4.18 1.79
H -3.41 4.31 0.03
H -2.38 2.24 -0.85
H -5.11 0.58 -1.74
H -6.32 -0.23 -3.73
H -5.63 -2.34 -4.82
H -3.74 -3.65 -3.92
H -2.53 -2.85 -1.93
O 0.28 1.88 -0.27
S 0.22 2.92 0.83
C 0.94 4.39 0.11
C 1.14 5.50 0.92
C 1.68 6.64 0.37
C 2.01 6.67 -0.98
C 1.79 5.56 -1.78
C 1.25 4.41 -1.24
C 1.52 2.52 1.98
C 2.84 2.37 1.56
C 3.80 2.00 2.48
C 3.45 1.79 3.81
C 2.14 1.95 4.22
C 1.16 2.31 3.30
H 0.89 5.47 1.98
H 1.85 7.51 0.99
H 2.43 7.57 -1.41
H 2.04 5.59 -2.84
H 1.06 3.53 -1.84
H 3.10 2.58 0.53
H 4.83 1.89 2.16
H 4.21 1.52 4.53
H 1.87 1.81 5.26
H 0.13 2.42 3.61
*
```

Results of the Löwdin charge analysis, in e, for atoms 1 through 4: atom 1 (Pd): 0.5195, atom 2 (O): -0.3572, atom 3 (S): 0.8397, atom 4 (C): -0.3412

---

DFT (wB97M-V/def2-TZVPD) results for C48H39N7O4S3Zr as an isolated structure at a distorted geometry.

HOMO-LUMO gap = 8.8162 eV
Highest occupied orbital energy = -13.63 eV

ORCA input file:
```
! RIJCOSX wB97M-V def2-TZVPD def2/J DEFGRID3
* xyz 2 1
Zr 1.32 -1.25 1.14
O 2.10 0.58 1.80
N 3.32 0.85 1.40
N 3.97 -0.19 1.13
O 3.44 -1.39 1.26
C 5.32 -0.05 0.61
C 5.74 -0.95 -0.34
C 7.01 -0.79 -0.87
C 7.82 0.25 -0.43
C 7.37 1.13 0.55
C 6.10 0.99 1.09
H 5.09 -1.75 -0.66
H 7.37 -1.48 -1.62
H 8.81 0.36 -0.84
H 8.01 1.93 0.90
H 5.73 1.65 1.85
N -0.65 -1.80 0.46
S -1.99 -1.30 0.81
N -2.51 -0.04 -0.11
S -1.65 1.24 -0.19
N -0.09 1.13 -0.15
S 0.99 0.59 -1.28
N 1.70 -0.65 -0.91
C 0.14 0.42 -2.82
C 0.13 1.42 -3.78
C -0.52 1.17 -4.98
C -1.13 -0.05 -5.20
C -1.11 -1.04 -4.23
C -0.46 -0.82 -3.02
C 2.05 1.97 -1.48
C 3.27 1.68 -2.08
C 4.20 2.70 -2.24
C 3.91 3.98 -1.78
C 2.69 4.25 -1.17
C 1.75 3.25 -1.01
C -2.33 2.10 -1.57
C -3.16 1.45 -2.46
C -3.70 2.19 -3.51
C -3.41 3.54 -3.63
C -2.57 4.17 -2.72
C -2.02 3.45 -1.67
C -1.95 2.32 1.18
C -0.91 3.01 1.80
C -1.22 3.86 2.86
C -2.54 4.00 3.27
C -3.56 3.29 2.64
C -3.27 2.45 1.58
C -2.19 -0.78 2.49
C -1.14 -0.07 3.06
C -1.23 0.35 4.38
C -2.37 0.05 5.11
C -3.41 -0.65 4.54
C -3.34 -1.07 3.22
C -3.29 -2.44 0.54
C -4.51 -2.09 -0.03
C -5.48 -3.07 -0.17
C -5.23 -4.36 0.26
C -4.01 -4.70 0.83
C -3.02 -3.73 0.98
H 0.62 2.37 -3.61
H -0.53 1.93 -5.75
H -1.62 -0.24 -6.14
H -1.58 -2.00 -4.41
H -0.41 -1.59 -2.26
H 3.50 0.68 -2.41
H 5.15 2.49 -2.71
H 4.64 4.77 -1.90
H 2.48 5.25 -0.81
H 0.82 3.45 -0.52
H -3.38 0.40 -2.35
H -4.36 1.71 -4.22
H -3.84 4.11 -4.44
H -2.35 5.23 -2.82
H -1.40 3.95 -0.94
H 0.11 2.86 1.50
H -0.43 4.40 3.36
H -2.77 4.65 4.10
H -4.58 3.40 2.98
H -4.06 1.90 1.09
H -0.25 0.22 2.50
H -0.41 0.89 4.82
H -2.43 0.36 6.15
H -4.29 -0.88 5.12
H -4.15 -1.63 2.78
H -4.70 -1.07 -0.35
H -6.43 -2.82 -0.62
H -5.99 -5.12 0.15
H -3.82 -5.71 1.17
H -2.08 -3.98 1.44
O -0.57 -3.70 3.33
C 0.43 -3.34 2.77
O 1.08 -2.18 2.93
C 1.10 -4.19 1.70
C 1.07 -5.57 1.72
C 1.73 -6.24 0.69
C 2.34 -5.51 -0.31
C 2.30 -4.13 -0.27
N 1.69 -3.49 0.72
H 0.57 -6.08 2.52
H 1.75 -7.32 0.68
H 2.85 -6.01 -1.13
H 2.75 -3.51 -1.04
*
```

Results of the Löwdin charge analysis, in e, for atoms 1 through 4: atom 1 (Zr): 1.7356, atom 2 (O): -0.2916, atom 3 (N): 0.0554, atom 4 (N): -0.1868

---

DFT (wB97M-V/def2-TZVPD) results for C48H40CdCl2N7O4PS as an isolated structure.

HOMO-LUMO gap = 6.2049 eV
Highest occupied orbital energy = -6.86 eV

ORCA input file:
```
! RIJCOSX wB97M-V def2-TZVPD def2/J DEFGRID3
* xyz 0 1
Cd 0.40 -1.42 1.74
Cl -6.24 -0.03 1.83
C -4.78 -0.97 1.66
C -3.70 -0.67 2.47
C -2.49 -1.33 2.33
N -1.31 -0.92 2.98
C -1.33 -0.08 4.02
O -2.28 0.29 4.71
C 0.03 0.50 4.40
C 0.18 0.99 5.69
C 1.38 1.57 6.05
C 2.39 1.67 5.09
C 2.14 1.16 3.83
N 0.99 0.58 3.49
C -2.38 -2.35 1.36
C -3.48 -2.66 0.57
C -4.68 -1.97 0.71
Cl -6.01 -2.39 -0.32
N -1.11 -2.92 1.16
C -0.98 -4.10 0.55
O -1.87 -4.83 0.09
C 0.44 -4.65 0.45
C 0.60 -5.90 -0.13
C 1.87 -6.43 -0.22
C 2.94 -5.69 0.26
C 2.68 -4.45 0.81
N 1.46 -3.94 0.92
H -3.80 0.12 3.21
H -0.65 0.91 6.38
H 1.53 1.95 7.05
H 3.33 2.14 5.32
H 2.90 1.23 3.06
H -3.41 -3.44 -0.17
H -0.27 -6.42 -0.48
H 2.03 -7.41 -0.67
H 3.96 -6.06 0.20
H 3.49 -3.84 1.19
O 2.16 -2.47 4.17
N 2.54 -1.94 2.94
C 3.71 -1.45 3.00
C 4.45 -0.83 1.88
C 5.81 -0.68 2.16
C 6.69 -0.12 1.25
C 6.21 0.32 0.03
C 4.86 0.19 -0.25
C 3.96 -0.39 0.64
P 2.20 -0.42 0.09
C 2.16 -1.56 -1.33
C 3.27 -2.18 -1.89
C 3.10 -3.08 -2.93
C 1.83 -3.37 -3.42
C 0.72 -2.74 -2.86
C 0.88 -1.85 -1.82
C 2.03 1.22 -0.66
C 2.18 1.45 -2.03
C 2.04 2.73 -2.55
C 1.74 3.79 -1.70
C 1.58 3.57 -0.34
C 1.72 2.29 0.18
H 1.33 -2.94 3.99
H 4.24 -1.52 3.95
H 6.18 -1.01 3.12
H 7.74 -0.03 1.50
H 6.87 0.77 -0.69
H 4.49 0.57 -1.20
H 4.26 -1.99 -1.51
H 3.96 -3.58 -3.36
H 1.71 -4.08 -4.23
H -0.27 -2.98 -3.22
H 0.01 -1.39 -1.36
H 2.40 0.62 -2.69
H 2.13 2.89 -3.61
H 1.62 4.78 -2.11
H 1.33 4.39 0.32
H 1.54 2.11 1.23
C -5.93 0.38 -3.51
C -4.83 0.40 -2.46
C -4.52 1.81 -2.00
N -3.52 1.83 -0.93
C -2.24 1.46 -1.07
S -1.41 0.74 0.17
N -1.65 1.69 -2.30
C -1.71 2.77 -3.17
O -1.26 2.66 -4.29
C -2.23 4.07 -2.66
C -2.88 4.91 -3.56
C -3.34 6.15 -3.14
C -3.13 6.56 -1.83
C -2.47 5.73 -0.94
C -2.02 4.48 -1.35
H -6.13 -0.63 -3.85
H -5.66 0.98 -4.38
H -6.86 0.78 -3.10
H -3.92 -0.05 -2.87
H -5.12 -0.21 -1.60
H -5.42 2.28 -1.58
H -4.20 2.44 -2.82
H -3.88 1.61 0.00
H -0.89 1.05 -2.52
H -3.00 4.58 -4.58
H -3.85 6.80 -3.84
H -3.49 7.52 -1.51
H -2.30 6.05 0.08
H -1.49 3.84 -0.65
*
```

Results of the Löwdin charge analysis, in e, for atoms 1 through 4: atom 1 (Cd): 1.3036, atom 2 (Cl): 0.6408, atom 3 (C): -0.6967, atom 4 (C): -0.0727

---

Quick rundown of ΔE to the lowest compared entry with this formula, charge and spin, same order as above: 162.6, 57.0, 9.8, 0.0, 18.5 kJ/mol